{
  "formula": "C24H44ClN2O6",
  "method": "ωB97M-V/def2-TZVPD",
  "species": ["C", "N", "C", "C", "C", "C", "C", "C", "C", "C", "N", "C", "C", "C", "H", "H", "H", "H", "H", "H", "H", "H", "H", "H", "H", "H", "H", "H", "Cl", "C", "O", "C", "C", "O", "C", "H", "H", "H", "H", "H", "H", "H", "H", "H", "H", "C", "O", "C", "C", "O", "C", "H", "H", "H", "H", "H", "H", "H", "H", "H", "H", "C", "O", "C", "C", "O", "C", "H", "H", "H", "H", "H", "H", "H", "H", "H", "H"],
  "xyz": [[134.07600, 152.53200, 133.87500], [135.10300, 151.54500, 133.25100], [135.67400, 150.80300, 134.16400], [135.97200, 149.52000, 133.75200], [135.52100, 148.93900, 132.39500], [134.90400, 149.98700, 131.52100], [134.68000, 151.20800, 132.02700], [135.90800, 147.63600, 131.83200], [136.89300, 146.79300, 132.56700], [137.42700, 145.78000, 132.00200], [136.87400, 145.27600, 130.74000], [135.89600, 145.97800, 130.04500], [135.28800, 147.06000, 130.61400], [137.89300, 144.78200, 129.76500], [134.07900, 153.52400, 133.27800], [134.14500, 152.77000, 134.95100], [133.25900, 151.90100, 133.78300], [136.41500, 151.13200, 134.95400], [136.70900, 148.99700, 134.25200], [134.62400, 149.64500, 130.57300], [134.23300, 151.85300, 131.20700], [137.35900, 147.07800, 133.48500], [138.24600, 145.05500, 132.46800], [135.49700, 145.56000, 129.19000], [134.46200, 147.65400, 130.29300], [138.59200, 144.13100, 130.37300], [138.34200, 145.55100, 129.35500], [137.59500, 144.10600, 129.02300], [136.99000, 145.98400, 126.74200], [142.04300, 142.25000, 129.43000], [141.47900, 143.63700, 129.25000], [142.07200, 144.43100, 128.33200], [141.06000, 145.29300, 128.00000], [141.63300, 146.29200, 127.06400], [140.59600, 146.98300, 126.40200], [142.18100, 141.60400, 128.57900], [141.66500, 141.55500, 130.20200], [143.08800, 142.53400, 129.78400], [142.21200, 143.76800, 127.55400], [142.97600, 145.00900, 128.68500], [140.76200, 145.82900, 128.92200], [140.23600, 144.85200, 127.70000], [140.92400, 147.35100, 125.55800], [140.08300, 147.61300, 126.96900], [139.80400, 146.25400, 126.10500], [138.67600, 151.30400, 131.23200], [138.10800, 150.79200, 130.09300], [138.44700, 149.56500, 129.69800], [137.95000, 149.25100, 128.54700], [138.46000, 149.98800, 127.43600], [137.72500, 149.75900, 126.19900], [139.70700, 151.40500, 131.33000], [138.27300, 150.78100, 132.06900], [138.21000, 152.26100, 131.21200], [138.33100, 148.68200, 130.34200], [139.63800, 149.63000, 129.67200], [136.92500, 149.40900, 128.70200], [138.12700, 148.12800, 128.33900], [138.12500, 150.12800, 125.35500], [136.79000, 150.24600, 126.44600], [137.38900, 148.69700, 125.94500], [134.20900, 148.08900, 127.42900], [133.76200, 148.97400, 128.43000], [132.27600, 149.11200, 128.30000], [131.75700, 149.77500, 129.28600], [131.93500, 148.86900, 130.49700], [131.22200, 149.42500, 131.58300], [135.33300, 148.19300, 127.50200], [133.89300, 148.56400, 126.51200], [133.89100, 147.07400, 127.47100], [131.61000, 148.14600, 128.06300], [131.97700, 149.65200, 127.51000], [130.78800, 149.85200, 129.48700], [132.16800, 150.79100, 129.49700], [131.19800, 148.56900, 132.30400], [130.28100, 149.81800, 131.41600], [131.91600, 150.19300, 132.25700]],
  "lowdin_charge": [0.058, -0.074, -0.066, 0.075, 0.013, 0.056, -0.056, -0.047, -0.017, -0.011, -0.005, 0.001, 0.094, -0.036, 0.142, 0.112, 0.056, 0.187, 0.077, 0.079, 0.190, 0.114, 0.196, 0.082, 0.092, 0.123, 0.000, 0.071, -0.297, -0.030, -0.190, -0.309, -0.214, -0.132, -0.094, 0.071, 0.081, 0.103, 0.120, 0.170, 0.141, 0.076, 0.044, 0.024, 0.067, -0.091, -0.118, -0.374, -0.314, -0.136, -0.064, 0.082, 0.067, 0.093, 0.133, 0.193, 0.114, 0.126, 0.041, 0.077, 0.066, -0.130, -0.188, -0.230, -0.206, -0.198, -0.126, 0.049, 0.094, 0.074, 0.209, 0.106, 0.088, 0.160, 0.099, 0.057, 0.112],
  "de_lowest_kcal_mol": 5.4,
  "orbital_gap_ev": 3.5,
  "total_charge": 1
}

***

{
  "formula": "C24H44ClN8",
  "method": "ωB97M-V/def2-TZVPD",
  "species": ["C", "C", "N", "C", "C", "N", "C", "C", "H", "H", "H", "H", "H", "H", "H", "H", "H", "H", "H", "C", "C", "N", "C", "C", "N", "C", "C", "H", "H", "H", "H", "H", "H", "H", "H", "H", "H", "H", "C", "C", "N", "C", "C", "N", "C", "C", "H", "H", "H", "H", "H", "H", "H", "H", "H", "H", "H", "C", "C", "N", "C", "C", "N", "C", "C", "H", "H", "H", "H", "H", "H", "H", "H", "H", "H", "H", "Cl"],
  "xyz": [[0.56047, -0.07727, 4.50817], [1.43695, -0.16688, 3.24913], [2.20408, -1.41234, 3.15733], [3.30374, -1.72071, 3.91122], [3.70765, -2.95801, 3.51427], [2.81489, -3.43436, 2.60842], [1.92522, -2.46680, 2.36924], [2.93227, -4.71288, 1.91410], [1.13340, -0.24693, 5.41414], [-0.33475, -0.68516, 4.39960], [0.18344, 0.94670, 4.48707], [2.17324, 0.63449, 3.22581], [0.83764, 0.01409, 2.35322], [3.81138, -1.08494, 4.61672], [4.57997, -3.47736, 3.87885], [1.09384, -2.40814, 1.68827], [3.75558, -4.62825, 1.20500], [1.99984, -5.06787, 1.49555], [3.28020, -5.42681, 2.66234], [2.14092, 0.60547, -3.06777], [1.60681, 0.17035, -1.69833], [2.70337, 0.25330, -0.72506], [2.70597, 1.04240, 0.40265], [3.84536, 0.81745, 1.09143], [4.47730, -0.22254, 0.42254], [3.78272, -0.52954, -0.67170], [5.64192, -0.95166, 0.89622], [2.58376, 1.59979, -2.99766], [1.39300, 0.65221, -3.85863], [2.91166, -0.07394, -3.43817], [1.22024, -0.84474, -1.70994], [0.87711, 0.90183, -1.35629], [1.90580, 1.76169, 0.50326], [4.23604, 1.27742, 1.98100], [4.10540, -1.22840, -1.42577], [5.71140, -0.95515, 1.97964], [6.58548, -0.51997, 0.55490], [5.62250, -1.96847, 0.50926], [-5.39361, 6.04614, -0.33627], [-4.77134, 5.96383, -1.74349], [-3.39030, 5.51057, -1.70712], [-2.39055, 5.90106, -0.84481], [-1.35380, 5.02477, -0.94875], [-1.68505, 4.16418, -1.98557], [-2.88391, 4.52066, -2.43158], [-0.95410, 2.98699, -2.44217], [-4.85860, 5.53231, 0.46049], [-6.41814, 5.68552, -0.33365], [-5.40323, 7.09885, -0.05046], [-4.86153, 6.90329, -2.29089], [-5.39544, 5.32738, -2.37302], [-2.57191, 6.58194, -0.02902], [-0.43418, 5.02161, -0.39506], [-3.42961, 4.03566, -3.22541], [-1.59990, 2.14685, -2.19875], [0.00668, 2.92237, -1.94456], [-0.73332, 3.03167, -3.50918], [-2.62773, -1.03842, -2.97394], [-1.71518, -2.23009, -2.73116], [-1.98307, -2.88477, -1.45560], [-1.41430, -2.46389, -0.28490], [-1.87277, -3.32056, 0.67030], [-2.71700, -4.21433, 0.07256], [-2.79754, -3.90896, -1.23660], [-3.32665, -5.37167, 0.73214], [-2.48109, -0.63236, -3.97503], [-2.46625, -0.24964, -2.23867], [-3.66527, -1.37688, -2.96147], [-0.66887, -1.92591, -2.72072], [-1.80485, -2.94228, -3.55169], [-0.70987, -1.65935, -0.14855], [-1.71798, -3.36502, 1.73484], [-3.24514, -4.50745, -2.01240], [-3.53954, -6.18245, 0.04611], [-4.27619, -5.02736, 1.15148], [-2.72450, -5.64616, 1.59255], [-1.18021, 1.13381, 0.56996]],
  "lowdin_charge": [-0.031, -0.191, -0.037, 0.002, -0.016, -0.082, 0.000, 0.036, 0.085, 0.084, 0.094, 0.107, 0.057, 0.152, 0.153, 0.152, 0.105, 0.103, 0.114, -0.051, -0.174, -0.033, -0.018, 0.003, -0.074, -0.009, 0.019, 0.092, 0.084, 0.079, 0.106, 0.043, 0.120, 0.146, 0.176, 0.095, 0.115, 0.101, -0.049, -0.147, -0.035, 0.003, 0.016, -0.069, -0.018, -0.026, 0.081, 0.084, 0.085, 0.135, 0.127, 0.145, 0.136, 0.176, 0.053, 0.071, 0.105, -0.050, -0.161, -0.049, -0.030, -0.014, -0.081, 0.023, 0.037, 0.088, 0.054, 0.090, 0.109, 0.136, 0.066, 0.138, 0.180, 0.109, 0.114, 0.103, -0.444],
  "de_lowest_kcal_mol": 31.5,
  "orbital_gap_ev": 7.8,
  "total_charge": 3
}

***

{
  "formula": "C24H44IN3O11P2S",
  "method": "ωB97M-V/def2-TZVPD",
  "species": ["C", "C", "C", "O", "C", "N", "C", "C", "C", "C", "N", "O", "C", "O", "I", "C", "C", "C", "C", "C", "C", "C", "C", "P", "O", "O", "O", "P", "O", "O", "O", "S", "C", "O", "O", "H", "H", "H", "H", "H", "H", "H", "H", "H", "H", "H", "H", "H", "H", "H", "H", "H", "H", "H", "H", "H", "H", "H", "H", "H", "H", "H", "H", "H", "C", "C", "N", "C", "C", "C", "C", "H", "H", "H", "H", "H", "H", "H", "H", "H", "H", "H", "H", "H", "H", "H"],
  "xyz": [[5.99152, -1.85161, 3.47856], [6.16226, -0.57926, 3.13601], [5.64879, -0.10279, 1.79235], [4.45502, -0.76246, 1.47639], [3.35588, 0.01797, 1.19887], [3.47694, 0.75399, -0.07791], [2.10711, -0.97741, 0.90241], [2.76695, -2.08372, 0.00885], [1.84691, -2.81717, -0.98073], [1.03011, -4.05363, -0.66652], [1.80690, -2.41623, -2.19112], [1.18196, -0.12469, 0.26684], [-0.16295, -0.38507, 0.17844], [-0.61085, -1.66704, 0.44037], [-0.73260, -0.05411, -1.97449], [-1.09273, 0.59529, 0.93162], [-0.81172, 2.08079, 0.76649], [0.15338, 2.67790, -0.00736], [0.33853, 4.04374, -0.06026], [-0.45011, 4.87643, 0.70092], [-1.43483, 4.30043, 1.48590], [-2.33209, 5.15825, 2.36844], [-1.61651, 2.94045, 1.51901], [1.66473, -1.78820, 2.51854], [2.68578, -1.70770, 3.56289], [0.26259, -1.26792, 3.13589], [1.39248, -3.35422, 2.21774], [2.96172, 1.32490, 2.51755], [3.63248, 1.09382, 3.80356], [3.44464, 2.81010, 2.04026], [1.38529, 1.44575, 2.77189], [6.89919, -0.69223, 0.49661], [7.28680, 0.74645, -0.53983], [8.08169, -1.24504, 1.09063], [6.21606, -1.65295, -0.33834], [5.93535, -2.17446, 4.51575], [5.89986, -2.63698, 2.72539], [6.68795, 0.06758, 3.83436], [5.63883, 0.98771, 1.69159], [2.95123, 1.62133, -0.05849], [4.44108, 1.01198, -0.26146], [3.56917, -1.66018, -0.60139], [3.26240, -2.83424, 0.64113], [0.35501, -3.95780, 0.18304], [1.72950, -4.87874, -0.46359], [0.47533, -4.34314, -1.56495], [2.40247, -1.59517, -2.31896], [-0.94656, -2.09957, -0.35398], [-2.08321, 0.40822, 0.49690], [-1.17360, 0.34678, 1.99510], [0.80704, 2.06974, -0.62794], [1.12120, 4.46294, -0.68888], [-0.28270, 5.95053, 0.67509], [-2.88448, 4.50035, 3.04634], [-2.99211, 5.81657, 1.79325], [-1.72683, 5.81749, 3.00788], [-2.38783, 2.53214, 2.17098], [0.49265, -0.75054, 3.92243], [0.61094, -3.62847, 2.71756], [4.35737, 2.92469, 2.33546], [1.20420, 2.21288, 3.33643], [6.51457, 0.90314, -1.29542], [8.29091, 0.59996, -0.94064], [7.28926, 1.61139, 0.13956], [-5.02771, -0.41021, -0.93950], [-5.33717, -0.03883, -2.38111], [-5.48173, -1.18390, -3.26188], [-5.53516, -0.81717, -4.66814], [-6.72603, 0.01794, -5.15315], [-6.44398, -2.18886, -2.84154], [-7.90286, -1.75119, -2.65000], [-4.11679, -1.00936, -0.87596], [-4.87579, 0.49766, -0.35206], [-5.84293, -0.96355, -0.47062], [-4.50705, 0.57256, -2.74641], [-6.22915, 0.60676, -2.39246], [-5.47260, -1.72670, -5.27258], [-4.61897, -0.26377, -4.89953], [-7.62899, -0.58334, -5.25241], [-6.50859, 0.42614, -6.14250], [-6.94022, 0.85939, -4.49348], [-6.09432, -2.62191, -1.90060], [-6.41339, -3.02293, -3.54765], [-7.98478, -0.78964, -2.14159], [-8.42885, -2.48976, -2.04105], [-8.43321, -1.68835, -3.59884]],
  "lowdin_charge": [0.049, -0.142, -0.347, -0.101, -0.465, 0.123, -0.328, -0.067, -0.399, -0.053, 0.122, -0.119, -0.802, -0.059, 0.958, -0.145, -0.234, -0.109, -0.072, -0.052, -0.278, -0.049, -0.017, 0.538, -0.221, -0.123, -0.117, 0.550, -0.251, -0.134, -0.099, 0.666, -0.131, -0.301, -0.315, 0.080, 0.088, 0.116, 0.115, 0.069, 0.074, 0.105, 0.131, 0.049, 0.091, 0.081, 0.051, 0.055, 0.093, 0.117, 0.064, 0.111, 0.116, 0.070, 0.081, 0.079, 0.124, 0.093, 0.097, 0.079, 0.114, 0.063, 0.071, 0.062, -0.093, -0.275, -0.196, -0.249, -0.088, -0.248, -0.084, 0.061, 0.072, 0.065, 0.110, 0.100, 0.112, 0.109, 0.054, 0.070, 0.065, 0.099, 0.114, 0.067, 0.070, 0.053],
  "orbital_gap_ev": 8.1
}